(i)
C3H3NS2 | ωB97M-V with the def2-TZVPD basis set

Each line ends with the natural charge from an NBO analysis.
Atoms and positions in Å:
C1 0.804 -1.343 -0.092  0.25
C2 -0.380 -0.292 -0.050  -0.34
C3 0.267 1.056 0.050  -0.62
N1 1.680 -2.054 -0.052  -0.31
S1 -1.783 -0.783 0.930  0.18
S2 -1.831 -0.669 -1.103  0.14
H1 0.530 1.552 -0.824  0.23
H2 1.096 0.791 0.607  0.23
H3 -0.384 1.741 0.534  0.23

SMILES string: CC1(C#N)SS1
E_HOMO (eV): -8.96



(ii)
C3H3NS2 | ωB97M-V with the def2-TZVPD basis set

Each line ends with the natural charge from an NBO analysis.
Atoms and positions in Å:
C1 0.935 0.079 0.025  -0.16
C2 0.770 -1.253 -0.157  -0.37
C3 -1.443 0.602 0.076  0.13
N1 -0.180 0.955 -0.039  -0.57
S1 -2.952 0.968 -0.057  0.18
S2 -0.739 -1.993 0.042  -0.07
H1 1.951 0.458 0.123  0.22
H2 1.758 -1.696 -0.246  0.23
H3 -0.101 1.879 0.233  0.42

E_HOMO (alpha / beta) (eV): -7.66 / -7.66



Stability summary - winner: (i); margin: 0.0394 hartree.



(i)
C3H3NS2 | ωB97M-V with the def2-TZVPD basis set

Each line ends with the natural charge from an NBO analysis.
Atoms and positions in Å:
C1 3.616 1.495 0.082  0.09
C2 2.379 1.034 0.214  -0.31
C3 0.094 -0.170 0.109  -0.72
N1 4.700 1.930 -0.008  -0.19
S1 1.734 -2.699 -0.074  -0.33
S2 1.871 -0.584 -0.042  0.71
H1 0.003 -0.541 1.205  0.25
H2 -0.383 -0.765 -0.721  0.26
H3 0.113 0.897 0.130  0.25

SMILES string: CS(=S)#CC#N
E_HOMO (alpha / beta) (eV): -9.29 / -9.29



(ii)
C3H3NS2 | ωB97M-V with the def2-TZVPD basis set

Each line ends with the natural charge from an NBO analysis.
Atoms and positions in Å:
C1 1.327 0.026 1.230  0.18
C2 -0.051 -0.091 1.391  -0.38
C3 -0.479 0.046 -1.521  -0.69
N1 2.461 0.163 1.137  -0.22
S1 -0.612 -0.559 2.944  0.08
S2 -1.325 0.204 0.164  0.34
H1 -0.216 1.023 -1.722  0.22
H2 -1.434 -0.180 -1.949  0.23
H3 0.329 -0.631 -1.675  0.24

SMILES string: CSC(=S)C#N
E_HOMO (alpha / beta) (eV): -9.32 / -9.33



Stability summary - winner: (ii); margin: 0.1385 hartree.



(i)
C5H4N2O2 | ωB97M-V with the def2-TZVPD basis set

Each line ends with the natural charge from an NBO analysis.
Atoms and positions in Å:
C1 -0.695 0.488 0.030  0.25
C2 -0.076 0.180 1.146  -0.33
C3 1.162 -0.483 0.758  0.30
C4 -1.835 1.260 -0.244  -0.16
C5 -2.794 1.699 -0.835  -0.11
H1 1.414 -2.164 -1.391  0.46
H2 0.135 1.193 2.204  0.25
H3 1.858 -1.109 2.176  0.33
H4 -3.968 1.666 -1.796  0.32
N1 1.122 -0.253 -0.717  0.12
N2 2.163 -1.261 1.225  -0.64
O1 1.691 -1.178 -1.517  -0.52
O2 -0.176 -0.038 -1.039  -0.29

E_HOMO (eV): -8.94



(ii)
C5H4N2O2 | ωB97M-V with the def2-TZVPD basis set

Each line ends with the natural charge from an NBO analysis.
Atoms and positions in Å:
C1 1.493 0.320 0.096  0.33
C2 -0.794 -0.110 0.273  0.59
C3 -2.222 0.092 -0.193  -0.16
C4 -3.505 -0.281 -0.407  -0.17
C5 2.122 -0.974 0.257  0.34
H1 1.788 2.318 -0.335  0.38
H2 -0.266 1.079 -1.288  0.45
H3 -4.690 -0.599 -0.109  0.31
H4 2.727 -1.416 1.317  0.24
N1 2.126 1.375 0.094  -0.57
N2 0.158 0.462 -0.407  -0.61
O1 -0.605 -0.539 1.528  -0.62
O2 1.669 -1.727 -0.826  -0.50

SMILES string: [H]/N=C(/C=O)NC(=O)C#C
E_HOMO (eV): -10.03



Stability summary - winner: (ii); margin: 0.1029 hartree.



(i)
C6H12O2 | ωB97M-V with the def2-TZVPD basis set

Each line ends with the natural charge from an NBO analysis.
Atoms and positions in Å:
C1 -0.454 -0.982 -0.235  -0.41
C2 -0.980 -0.975 -1.653  -0.63
C3 -1.178 1.388 0.676  0.64
O1 -1.392 1.074 1.985  -0.70
O2 -2.054 1.706 -0.105  -0.59
H1 -2.325 0.795 2.023  0.48
H2 -1.268 -1.011 0.492  0.21
H3 0.047 -1.930 -0.021  0.21
H4 -1.218 0.028 -2.017  0.22
H5 -1.894 -1.575 -1.719  0.22
H6 -0.235 -1.376 -2.346  0.21
C4 1.578 -0.213 1.329  -0.68
C5 0.902 0.115 0.025  0.02
C6 1.574 0.567 -1.044  -0.45
H7 -0.075 1.664 0.570  0.17
H8 2.181 -1.119 1.236  0.23
H9 0.839 -0.375 2.115  0.23
H10 2.228 0.610 1.639  0.22
H11 1.092 0.820 -1.980  0.21
H12 2.633 0.788 -0.969  0.20

SMILES string: C=C(C)CC.O=CO
E_HOMO (eV): -9.20



(ii)
C6H12O2 | ωB97M-V with the def2-TZVPD basis set

Each line ends with the natural charge from an NBO analysis.
Atoms and positions in Å:
C1 -0.789 0.469 1.933  -0.26
C2 -0.963 1.360 0.973  0.10
C3 0.591 -2.196 -0.495  0.29
C4 0.524 0.114 2.543  -0.65
C5 -0.580 -0.199 -2.473  -0.39
C6 0.609 0.373 -2.397  -0.40
O1 -0.330 -2.303 0.258  -0.51
O2 0.082 2.068 0.415  -0.71
H1 -0.261 2.653 -0.270  0.48
H2 -1.660 -0.038 2.319  0.21
H3 -1.242 -0.246 -1.626  0.20
H4 -1.946 1.577 0.573  0.17
H5 1.460 -1.551 -0.285  0.11
H6 0.650 -2.749 -1.450  0.11
H7 -0.945 -0.641 -3.384  0.19
H8 0.675 -0.969 2.486  0.22
H9 1.330 0.622 2.018  0.22
H10 0.542 0.410 3.588  0.22
H11 0.969 0.811 -1.477  0.21
H12 1.283 0.434 -3.249  0.19

SMILES string: C/C=C\O.C=C.C=O
E_HOMO (eV): -8.56



(iii)
C6H12O2 | ωB97M-V with the def2-TZVPD basis set

Each line ends with the natural charge from an NBO analysis.
Atoms and positions in Å:
C1 -1.765 1.765 -0.608  -0.63
C2 -1.250 0.514 0.127  0.01
C3 -2.074 -0.154 0.941  -0.39
C4 1.878 -1.818 -0.598  -0.09
O1 2.736 -0.819 -1.119  -0.71
C5 0.442 -1.332 -0.364  -0.21
C6 0.009 -0.082 -0.338  -0.24
H1 -0.837 2.244 -0.971  0.21
H2 -2.395 2.357 0.051  0.22
H3 -2.350 1.346 -1.398  0.22
H4 -3.102 0.016 1.289  0.20
H5 -1.851 -1.167 1.204  0.18
H6 1.728 -2.605 -1.357  0.17
H7 2.342 -2.143 0.325  0.19
H8 2.324 -0.572 -1.949  0.46
H9 -0.285 -2.138 -0.370  0.20
H10 0.715 0.741 -0.553  0.21
H11 1.412 1.743 2.492  0.47
H12 1.344 0.613 1.540  0.47
O2 0.979 1.491 1.658  -0.93

SMILES string: C=C(C)/C=C/CO.O
E_HOMO (eV): -8.61



(iv)
C6H12O2 | ωB97M-V with the def2-TZVPD basis set

Each line ends with the natural charge from an NBO analysis.
Atoms and positions in Å:
C1 1.262 -1.760 -0.151  -0.70
C2 0.570 -0.564 0.369  0.04
C3 -0.137 -0.322 1.524  -0.25
C4 -1.212 0.722 1.596  -0.31
C5 -0.780 2.013 1.599  0.14
O1 -1.587 3.030 1.388  -0.72
C6 0.607 0.629 -0.607  -0.65
H1 0.557 -2.392 -0.766  0.26
H2 2.296 -1.695 -0.518  0.22
H3 1.532 -2.650 0.481  0.23
H4 -0.204 -0.969 2.370  0.20
H5 -2.232 0.188 1.673  0.23
H6 0.220 2.332 1.397  0.17
H7 -2.238 3.321 2.045  0.49
H8 1.363 0.456 -1.399  0.20
H9 0.909 1.550 -0.144  0.21
H10 -0.455 0.630 -0.927  0.24
H11 -0.311 -2.095 -3.832  0.47
H12 0.209 -0.861 -3.125  0.47
O2 -0.368 -1.562 -2.972  -0.93

SMILES string: CC(C)=C/C=C/O.O
E_HOMO (eV): -8.12



Stability summary - winner: (i); margin: 0.0019 hartree.